Computed, not measured: a structure of composition C47H46LuN7O6S4 in a non-equilibrium geometry, with ωB97M-V with the def2-TZVPD basis set.

Results
multiplicity	1
gap between HOMO and LUMO	6.85	eV
energy above the lowest of the compared OMol25 structures with the same formula, charge and spin	5.35	kcal/mol
E	-149167.774	eV
HOMO energy	-7.52	eV

Atoms and positions in Å:
1 Lu 0.42 1.24 0.60
2 C -2.72 1.71 -0.56
3 O -1.35 1.68 -0.95
4 C -1.04 2.06 -2.29
5 C -1.95 2.01 -3.33
6 C -1.54 2.48 -4.59
7 C -0.25 2.91 -4.78
8 C 0.67 2.95 -3.74
9 C 0.26 2.54 -2.49
10 N 1.12 2.56 -1.33
11 N 1.90 3.55 -1.34
12 C 2.86 3.66 -0.39
13 C 3.16 2.71 0.61
14 O 2.50 1.62 0.82
15 C 4.33 2.94 1.44
16 C 5.11 4.01 1.25
17 C 4.77 5.05 0.33
18 C 5.47 6.29 0.34
19 C 5.08 7.32 -0.47
20 C 3.94 7.12 -1.32
21 C 3.24 5.93 -1.34
22 C 3.62 4.88 -0.47
23 H -3.17 2.68 -0.78
24 H -2.69 1.55 0.52
25 H -3.26 0.88 -1.06
26 H -2.95 1.60 -3.17
27 H -2.26 2.50 -5.40
28 H 0.04 3.21 -5.77
29 H 1.65 3.38 -3.87
30 H 4.62 2.16 2.13
31 H 6.00 4.18 1.89
32 H 6.40 6.46 0.97
33 H 5.59 8.27 -0.50
34 H 3.63 7.92 -1.96
35 H 2.38 5.92 -1.98
36 S 0.57 -1.00 -1.33
37 C -0.49 -2.23 -0.94
38 N -0.87 -3.22 -1.73
39 C -1.51 -4.40 -1.11
40 C -0.87 -4.66 0.21
41 N -1.15 -3.45 1.02
42 C -1.58 -3.68 2.39
43 C -2.91 -4.36 2.60
44 C -4.06 -3.91 1.90
45 C -5.32 -4.51 2.12
46 C -5.43 -5.57 3.02
47 C -4.30 -6.04 3.66
48 C -3.05 -5.47 3.43
49 C -1.13 -2.27 0.42
50 S -1.89 -0.91 1.02
51 C -0.53 -3.30 -3.16
52 C 0.39 -4.48 -3.46
53 C 1.66 -4.45 -2.90
54 C 2.49 -5.53 -3.08
55 C 2.09 -6.63 -3.80
56 C 0.84 -6.66 -4.40
57 C -0.03 -5.58 -4.23
58 H -1.31 -5.22 -1.80
59 H -2.59 -4.25 -1.03
60 H 0.18 -4.92 0.14
61 H -1.36 -5.48 0.74
62 H -1.58 -2.73 2.90
63 H -0.79 -4.23 2.87
64 H -3.96 -3.02 1.27
65 H -6.20 -4.17 1.57
66 H -6.38 -6.05 3.17
67 H -4.41 -6.90 4.34
68 H -2.22 -5.87 3.96
69 H -0.07 -2.36 -3.46
70 H -1.49 -3.43 -3.62
71 H 2.06 -3.59 -2.36
72 H 3.51 -5.49 -2.67
73 H 2.85 -7.41 -3.96
74 H 0.56 -7.52 -5.01
75 H -1.01 -5.59 -4.66
76 C -6.53 4.54 1.04
77 C -5.11 4.21 1.43
78 C -4.84 3.13 2.24
79 C -3.51 2.86 2.57
80 C -2.47 3.67 2.10
81 C -2.76 4.77 1.30
82 C -4.09 5.00 0.96
83 S -0.74 3.29 2.35
84 O -0.28 4.15 3.38
85 O -0.08 3.54 1.04
86 N -0.67 1.75 2.48
87 C -0.49 0.92 3.68
88 C 0.42 -0.32 3.34
89 O 0.45 -1.26 4.13
90 O 0.97 -0.22 2.17
91 H -6.77 4.12 0.07
92 H -6.72 5.64 1.03
93 H -7.26 4.13 1.71
94 H -5.64 2.53 2.64
95 H -3.23 2.01 3.15
96 H -2.00 5.43 0.90
97 H -4.30 5.78 0.26
98 H -1.45 0.48 3.98
99 H -0.07 1.50 4.48
100 S 4.64 -2.18 -2.33
101 C 4.92 -1.92 -0.71
102 N 5.98 -2.38 -0.01
103 C 6.13 -1.72 1.27
104 C 4.75 -1.08 1.49
105 N 4.22 -1.11 0.13
106 H 6.71 -2.80 -0.52
107 H 6.91 -0.96 1.22
108 H 6.37 -2.45 2.04
109 H 4.79 -0.09 1.89
110 H 4.08 -1.69 2.14
111 H 3.35 -0.68 -0.14